No. 1
Formula: C12H36BCaF4O6
Source: the Open Molecules 2025 dataset
Level of theory: wB97M-V/def2-TZVPD

Computed properties:
frontier orbital gap	0.276	Eh
energy relative to the best compared isomer or geometry (same formula, charge and spin)	32.51	kcal/mol
max |F|	0.03052	hartree/bohr
net charge	+1
E_LUMO	-0.16188	Eh
E_HOMO	-11.921	eV

Each line ends with the Mulliken charge.
Positions of all 60 atoms, in Å:
Ca (-27.22, -2.02, 10.80)  1.3184
B (-27.62, -0.62, 13.33)  0.6278
F (-26.81, -1.14, 14.33)  -0.4078
F (-28.40, -1.68, 12.75)  -0.1171
F (-28.40, 0.39, 13.81)  -0.2487
F (-26.78, -0.22, 12.23)  -0.5223
C (-30.26, 1.69, 10.60)  -1.2346
C (-28.78, 1.35, 10.54)  0.0233
O (-28.58, -0.01, 10.08)  -0.3873
H (-30.72, 1.58, 9.62)  0.3995
H (-30.41, 2.70, 10.97)  0.3615
H (-30.71, 1.03, 11.34)  0.3006
H (-28.34, 1.41, 11.53)  0.0386
H (-28.17, 2.05, 9.96)  0.3531
H (-29.12, -0.13, 9.29)  0.2263
C (-23.49, 0.30, 13.04)  -0.4195
C (-23.33, 0.35, 11.53)  -0.0514
O (-22.63, -0.86, 11.13)  -0.5314
H (-24.30, -0.40, 13.27)  -0.2586
H (-23.80, 1.25, 13.47)  0.3407
H (-22.55, -0.03, 13.48)  0.3801
H (-22.75, 1.19, 11.17)  0.3382
H (-24.29, 0.33, 11.00)  -0.0250
H (-23.26, -1.50, 10.81)  0.2439
C (-30.82, -3.19, 11.89)  -0.7615
C (-30.04, -4.30, 11.27)  -0.3809
O (-28.65, -3.91, 11.07)  -0.4427
H (-31.85, -3.55, 12.00)  0.4160
H (-30.86, -2.34, 11.21)  0.2154
H (-30.47, -2.92, 12.88)  0.0294
H (-30.47, -4.60, 10.31)  0.3668
H (-30.07, -5.22, 11.87)  0.3510
H (-28.19, -4.64, 10.65)  0.2461
C (-26.19, -4.39, 17.94)  -1.3692
C (-26.91, -3.46, 17.01)  0.0819
O (-26.46, -3.60, 15.67)  -0.4565
H (-26.68, -4.40, 18.91)  0.3704
H (-25.15, -4.07, 18.08)  0.3165
H (-26.15, -5.40, 17.52)  0.3307
H (-26.81, -2.41, 17.34)  0.2651
H (-27.99, -3.62, 17.05)  0.2063
H (-27.15, -3.24, 15.11)  0.1510
C (-23.85, -4.49, 12.35)  -1.1430
C (-25.34, -4.30, 12.52)  -0.0893
O (-25.74, -2.92, 12.37)  0.3691
H (-23.30, -4.21, 13.25)  0.3184
H (-23.44, -3.84, 11.57)  0.1966
H (-23.58, -5.52, 12.12)  0.4103
H (-25.72, -4.71, 13.45)  0.2435
H (-25.83, -4.88, 11.72)  0.2311
H (-25.44, -2.45, 13.17)  -0.1358
C (-31.46, -1.74, 17.08)  -1.2408
C (-30.57, -0.93, 16.16)  -0.1419
O (-29.42, -1.69, 15.81)  -0.3166
H (-32.22, -1.10, 17.54)  0.3832
H (-30.92, -2.24, 17.88)  0.2973
H (-32.06, -2.45, 16.50)  0.2819
H (-30.35, 0.05, 16.59)  0.3541
H (-31.15, -0.69, 15.26)  0.2200
H (-28.83, -1.10, 15.34)  0.0777



No. 2
Formula: C6H10O
Source: the Open Molecules 2025 dataset
Level of theory: wB97M-V/def2-TZVPD

Computed properties:
frontier orbital gap	0.381	Eh
energy relative to the best compared isomer or geometry (same formula, charge and spin)	56.17	kcal/mol
max |F|	0.01997	hartree/bohr
E_LUMO	0.03698	Eh
SMILES	O=C[C@@H]1C=CCC1.[H][H]
E_HOMO	-9.374	eV

Each line ends with the Mulliken charge.
Positions of all 17 atoms, in Å:
O (1.80, -0.58, 1.32)  -0.5248
C (1.58, -0.68, 0.13)  -0.3090
C (0.28, -0.48, -0.54)  0.2815
C (0.73, 1.05, -0.65)  -0.5890
C (-0.30, 1.80, -0.31)  -0.4814
C (-1.53, 1.01, -0.01)  -0.5332
C (-1.02, -0.42, 0.28)  -0.7245
H (2.38, -0.77, -0.63)  0.4038
H (0.15, -0.99, -1.50)  0.3575
H (1.74, 1.46, -0.83)  0.4185
H (-0.27, 2.88, -0.35)  0.3937
H (-2.16, 1.01, -0.91)  0.2523
H (-2.11, 1.43, 0.82)  0.3625
H (-0.78, -0.54, 1.35)  0.3323
H (-1.77, -1.17, 0.02)  0.3340
H (0.84, -2.34, 1.17)  -0.0615
H (0.43, -2.68, 0.65)  0.0873



No. 3
Formula: C33H34N3O2PPd
Source: the Open Molecules 2025 dataset
Level of theory: wB97M-V/def2-TZVPD

Computed properties:
frontier orbital gap (alpha / beta)	0.268 / 0.164	Eh
max |F|	0.05257	hartree/bohr
net charge	+2
E_LUMO (alpha / beta)	-0.20212 / -0.32498	Eh
spin multiplicity	5
E_HOMO (alpha / beta)	-12.780 / -13.311	eV

Each line ends with the Mulliken spin population.
Positions of all 74 atoms, in Å:
Pd (-0.20, 0.08, -0.52)  1.0333
C (6.59, 1.84, -1.09)  0.0111
C (5.81, 2.23, -0.02)  -0.0005
C (4.50, 1.80, 0.08)  0.0413
C (3.96, 0.98, -0.91)  0.0802
C (4.76, 0.55, -1.97)  0.0055
C (6.07, 0.99, -2.06)  0.0000
P (2.20, 0.54, -0.77)  0.2743
C (1.90, -0.83, -1.94)  0.0090
C (0.92, -0.76, -2.95)  0.0296
C (0.67, -1.88, -3.73)  0.0033
C (1.33, -3.07, -3.50)  0.0179
C (2.27, -3.15, -2.48)  0.0072
C (2.56, -2.04, -1.71)  0.0021
C (1.24, 1.94, -1.49)  0.0259
C (1.72, 2.70, -2.57)  0.0428
C (0.99, 3.79, -2.99)  -0.0202
C (-0.19, 4.15, -2.35)  0.0291
C (-0.71, 3.35, -1.33)  -0.1073
C (0.00, 2.23, -0.94)  0.5026
H (7.61, 2.18, -1.17)  0.0006
H (6.23, 2.87, 0.75)  0.0003
H (3.90, 2.09, 0.93)  0.0077
H (4.37, -0.12, -2.72)  0.0040
H (6.69, 0.66, -2.88)  0.0009
H (0.44, 0.19, -3.20)  0.0099
H (-0.04, -1.81, -4.54)  0.0000
H (1.13, -3.93, -4.11)  0.0008
H (2.79, -4.08, -2.29)  0.0005
H (3.30, -2.10, -0.92)  -0.0003
H (2.66, 2.44, -3.03)  0.0032
H (1.35, 4.38, -3.82)  -0.0001
H (-0.71, 5.04, -2.65)  0.0053
H (-1.64, 3.65, -0.87)  0.0013
C (-4.75, -0.61, -0.53)  -0.0065
C (-3.31, -1.01, -0.72)  0.0046
O (-2.48, -0.12, -0.94)  0.0792
C (-2.96, -2.43, -0.64)  0.0939
C (-3.94, -3.43, -0.59)  -0.0050
C (-3.61, -4.77, -0.54)  0.2335
C (-2.27, -5.16, -0.53)  -0.0664
C (-1.28, -4.22, -0.54)  0.1955
C (-1.57, -2.82, -0.60)  0.0685
O (-0.60, -2.00, -0.59)  0.3902
H (-4.82, 0.47, -0.52)  0.0004
H (-5.16, -1.02, 0.38)  0.0020
H (-5.35, -0.98, -1.36)  0.0011
H (-4.98, -3.15, -0.62)  0.0106
H (-4.39, -5.52, -0.51)  0.0010
H (-2.01, -6.21, -0.49)  0.0042
H (-0.24, -4.50, -0.49)  0.0081
C (-3.17, 2.44, 3.65)  0.0171
C (-2.64, 2.88, 2.29)  -0.0080
N (-1.93, 1.77, 1.70)  0.1192
C (-1.17, 0.92, 2.41)  -0.0646
N (-0.36, 0.13, 1.73)  0.7319
C (0.47, -0.84, 2.41)  -0.0651
C (-0.22, -1.31, 3.69)  0.0308
C (-0.52, -0.08, 4.54)  0.0006
N (-1.27, 0.89, 3.75)  0.1086
C (-2.02, 1.90, 4.48)  -0.0112
H (-3.92, 1.67, 3.51)  0.0005
H (-3.62, 3.29, 4.16)  -0.0012
H (-1.98, 3.75, 2.40)  0.0084
H (-3.46, 3.16, 1.63)  0.0034
H (-1.78, 1.75, 0.69)  0.0129
H (1.44, -0.38, 2.65)  0.0541
H (0.65, -1.69, 1.74)  0.0140
H (0.41, -2.00, 4.24)  -0.0007
H (-1.16, -1.81, 3.43)  -0.0006
H (0.40, 0.37, 4.91)  0.0060
H (-1.14, -0.35, 5.40)  -0.0003
H (-1.35, 2.72, 4.78)  0.0064
H (-2.41, 1.44, 5.39)  0.0019